Entry 1:
Here is a 11-piece molecular cluster, H22O11 overall in a non-equilibrium geometry from the OMol25 dataset. Energies are from the ωB97M-V functional and the def2-TZVPD basis.

Results
HOMO level (eV): -10.748
SMILES: O.O.O.O.O.O.O.O.O.O.O
Frontier orbital gap (eV): 10.967
Energy relative to the best compared isomer or geometry (same formula, charge and spin) (eV): 0.419
Electronic energy (hartree): -840.8647

Each line ends with the natural charge from an NBO analysis.
Element x y z (Å)
O -2.438 0.876 1.899  -1.0016
H -1.488 0.604 1.801  0.4995
H -2.911 0.096 1.624  0.4861
O -1.716 -1.301 -1.729  -0.9717
H -2.134 -0.505 -1.332  0.4983
H -2.167 -1.312 -2.595  0.4777
O -0.377 2.392 -1.004  -0.9753
H -1.272 2.045 -0.902  0.4912
H -0.483 3.308 -1.344  0.4807
O 2.328 0.265 -1.291  -0.9911
H 2.726 1.007 -0.793  0.5082
H 2.205 0.672 -2.130  0.4726
O -2.628 -1.934 1.232  -0.9715
H -1.862 -2.090 0.694  0.4889
H -2.978 -2.852 1.257  0.4764
O 2.791 -2.291 0.038  -0.9792
H 2.790 -1.656 -0.735  0.5074
H 3.636 -2.695 -0.073  0.4679
O -0.247 -2.774 -0.128  -1.0000
H 0.643 -3.099 -0.173  0.5031
H -0.627 -2.812 -1.050  0.5049
O 3.183 2.694 0.108  -0.9617
H 2.364 3.126 0.200  0.4697
H 3.304 2.252 0.953  0.5035
O -3.426 1.559 -0.853  -1.0008
H -4.184 2.135 -0.942  0.4814
H -3.118 1.662 0.090  0.5082
O 2.925 0.459 1.831  -0.9879
H 3.141 -0.425 1.569  0.4847
H 1.942 0.404 1.699  0.4977
O 0.042 0.234 1.068  -0.9805
H -0.193 -0.692 0.787  0.5053
H 0.230 0.648 0.222  0.5079

Entry 2:
Here is C52H132BN12O20Pb as an isolated structure in a non-equilibrium geometry from the OMol25 dataset. Energies are from the ωB97M-V functional and the def2-TZVPD basis.

Results
HOMO level (eV): -9.386
Frontier orbital gap (eV): 6.040
Energy relative to the best compared isomer or geometry (same formula, charge and spin) (eV): 0.000
Electronic energy (hartree): -4439.8707
Net charge: +1

Each line ends with the Mulliken charge.
Element x y z (Å)
Pb 0.493 -4.521 -3.066  1.3484
O -1.184 -0.270 -2.960  -1.0204
C -0.805 -0.256 -1.816  0.0311
O -0.730 0.816 -1.087  -0.8002
B -0.178 0.449 0.205  0.2406
O -0.197 -1.021 0.273  0.3474
C -0.391 -1.457 -0.945  0.1347
O -0.265 -2.614 -1.282  0.3798
O -0.903 1.129 1.271  -0.0088
C -0.120 2.061 1.822  -0.0342
O -0.405 2.797 2.705  -0.8092
C 1.260 1.922 1.164  -0.1161
O 1.207 0.978 0.263  0.1697
O 2.184 2.589 1.531  0.1613
C -1.924 -4.270 4.062  -1.1455
C -0.610 -3.581 4.437  -0.0959
C -0.019 -2.704 3.351  1.7127
O 1.302 -2.341 3.718  -0.6397
C 1.895 -1.619 2.652  0.7756
N -0.917 -2.787 5.633  -0.5597
H -2.283 -4.842 4.916  0.5043
H -1.741 -4.986 3.251  0.1292
H -2.703 -3.602 3.699  0.0364
H 0.206 -4.309 4.570  0.3540
H -0.634 -1.810 3.185  0.1387
H -0.011 -3.276 2.411  -1.0143
H 1.778 -2.104 1.686  -0.6128
H 2.965 -1.507 2.849  0.3325
H 1.561 -0.578 2.711  -0.3208
H -1.095 -3.446 6.384  0.2740
H -0.072 -2.278 5.887  0.1883
C -4.531 1.356 9.272  -1.4638
C -5.051 1.353 7.816  0.2866
C -3.990 1.976 6.929  -0.3314
O -4.393 1.934 5.572  -0.3330
C -3.489 2.494 4.668  -0.8465
N -5.348 -0.056 7.464  -0.5562
H -3.693 0.680 9.458  0.3512
H -5.288 1.037 9.990  0.4244
H -4.211 2.375 9.522  0.3728
H -5.979 1.927 7.770  0.2564
H -3.051 1.424 7.080  -0.1662
H -3.766 3.016 7.190  0.5032
H -3.865 2.387 3.647  0.0079
H -2.491 2.041 4.669  0.4514
H -3.404 3.584 4.760  0.4926
H -4.461 -0.545 7.375  0.1836
H -5.766 -0.419 8.315  0.2974
C -3.632 -2.543 -4.322  -1.5162
C -2.507 -3.354 -3.691  1.2741
C -2.739 -4.822 -3.921  -1.1610
O -1.739 -5.549 -3.171  0.0359
C -2.179 -6.858 -2.831  -1.1368
N -1.205 -2.953 -4.225  1.0000
H -4.645 -2.801 -4.013  0.4520
H -3.617 -2.722 -5.405  0.2663
H -3.497 -1.461 -4.281  0.3263
H -2.499 -3.171 -2.611  -0.1806
H -2.562 -5.068 -4.974  0.3618
H -3.765 -5.106 -3.690  0.5078
H -2.853 -6.883 -1.974  0.3280
H -1.345 -7.555 -2.777  0.2697
H -2.809 -7.289 -3.618  0.4573
H -1.139 -1.948 -4.056  -0.5620
H -1.273 -3.013 -5.257  0.1052
C 2.047 6.204 1.951  -1.3449
C 3.532 5.939 1.739  1.2519
C 4.385 7.201 1.620  -0.8170
O 3.928 7.880 0.473  -0.2670
C 4.333 9.223 0.380  -0.7951
N 4.012 5.003 2.758  -0.6047
H 1.920 6.530 2.989  0.3825
H 1.440 5.296 1.908  0.0333
H 1.589 6.916 1.267  0.3736
H 3.609 5.418 0.771  -0.2548
H 5.450 6.965 1.540  0.3915
H 4.183 7.756 2.544  0.3939
H 4.201 9.788 1.307  0.3210
H 3.846 9.687 -0.474  0.2281
H 5.413 9.241 0.171  0.3107
H 3.601 4.097 2.561  -0.1566
H 5.002 4.825 2.606  0.3485
C 1.606 2.808 -3.391  -1.2259
C 2.874 2.981 -4.215  0.0935
C 3.786 3.933 -3.467  -0.0025
O 4.984 4.167 -4.197  -0.3977
C 5.937 4.878 -3.444  -0.7024
N 3.489 1.700 -4.615  -0.1858
H 1.122 3.785 -3.321  0.5666
H 1.770 2.385 -2.400  -0.0753
H 0.858 2.219 -3.928  0.2255
H 2.538 3.485 -5.126  0.5240
H 4.046 3.538 -2.486  -0.4130
H 3.334 4.914 -3.281  0.7155
H 6.680 5.273 -4.136  0.2778
H 6.403 4.253 -2.678  0.2139
H 5.523 5.783 -2.985  0.3149
H 4.065 1.378 -3.818  0.0479
H 4.180 1.925 -5.328  0.4027
C -7.084 4.526 -2.620  -1.3389
C -5.838 4.158 -3.448  0.4212
C -4.979 3.093 -2.799  -0.6257
O -4.624 3.421 -1.495  -0.4367
C -3.690 2.513 -0.950  -0.3272
N -6.089 3.770 -4.825  -0.6810
H -7.627 5.375 -3.034  0.3677
H -6.778 4.737 -1.597  0.3523
H -7.761 3.665 -2.615  0.2835
H -5.226 5.069 -3.467  0.1995
H -4.096 2.890 -3.421  0.3249
H -5.566 2.158 -2.884  0.2643
H -3.581 2.701 0.116  0.2100
H -2.738 2.576 -1.481  0.1554
H -4.112 1.503 -1.029  0.2986
H -6.450 2.813 -4.811  0.2685
H -6.896 4.257 -5.204  0.2786
C 5.057 0.319 1.508  -1.3810
C 5.411 1.103 0.238  0.1727
C 4.961 0.244 -0.936  -0.3645
O 5.128 0.760 -2.264  0.3611
C 6.501 0.753 -2.632  -1.1691
N 4.870 2.443 0.261  -0.4761
H 4.008 0.483 1.763  0.0022
H 5.684 0.636 2.342  0.5470
H 5.270 -0.753 1.471  0.4903
H 6.507 1.165 0.239  0.2446
H 3.870 0.136 -0.850  -0.3874
H 5.314 -0.794 -0.919  0.4205
H 6.950 -0.230 -2.444  0.3796
H 7.066 1.514 -2.094  0.2697
H 6.646 0.880 -3.705  0.3000
H 3.919 2.473 0.647  0.3863
H 4.740 2.674 -0.717  -0.0278
C 0.172 0.687 5.868  -0.8097
C 1.258 1.740 6.026  0.2721
C 2.531 1.295 5.340  -0.1278
O 3.635 2.181 5.479  -0.4497
C 4.683 1.918 4.580  -0.6375
N 0.710 3.022 5.515  -0.8064
H -0.694 1.020 6.439  -0.1469
H 0.467 -0.210 6.423  0.4908
H 0.000 0.482 4.812  0.2033
H 1.453 1.947 7.083  0.4090
H 2.351 1.250 4.254  -0.1135
H 2.810 0.299 5.707  0.3809
H 5.654 2.166 5.018  0.3837
H 4.642 2.567 3.704  0.1649
H 4.738 0.845 4.381  0.2828
H 1.570 3.497 5.226  0.3784
H 0.243 2.865 4.622  0.1983
C -4.202 -0.252 1.943  -0.4786
C -5.366 -0.144 2.944  0.6951
C -6.518 -1.039 2.501  -1.1970
O -7.530 -1.024 3.485  -0.2926
C -8.758 -1.463 2.969  -0.7903
N -4.933 -0.577 4.274  -0.3790
H -3.550 -1.117 2.065  -0.0703
H -3.586 0.652 1.986  -0.0586
H -4.557 -0.163 0.906  0.3573
H -5.614 0.918 2.955  0.3978
H -6.276 -2.084 2.267  0.4118
H -6.823 -0.617 1.530  0.3851
H -9.428 -1.677 3.802  0.2446
H -8.627 -2.308 2.285  0.3127
H -9.298 -0.684 2.409  0.2962
H -4.198 0.046 4.592  0.1202
H -4.408 -1.439 4.117  0.1011
C -1.371 -5.422 0.334  -0.7383
C 0.150 -5.469 0.340  2.8747
C 0.783 -6.196 1.522  -0.8694
O 2.181 -6.136 1.356  -0.2944
C 2.938 -6.868 2.293  -0.8671
N 0.677 -6.061 -0.934  -0.4821
H -1.725 -4.873 -0.539  -0.4618
H -1.697 -4.817 1.181  0.0105
H -1.783 -6.432 0.346  0.4677
H 0.483 -4.433 0.455  -2.1991
H 0.499 -7.261 1.511  0.5446
H 0.396 -5.815 2.473  0.2661
H 2.777 -6.557 3.325  0.2933
H 3.987 -6.695 2.045  0.2880
H 2.860 -7.952 2.157  0.3231
H 1.678 -6.192 -0.723  0.3329
H 0.461 -7.049 -0.738  0.4235
C 4.155 -2.328 -5.315  -1.3219
C 3.240 -3.163 -4.408  -0.0966
C 3.186 -2.456 -3.042  -0.2906
O 2.495 -3.309 -2.102  0.0363
C 2.828 -2.966 -0.765  0.1093
N 1.913 -3.351 -4.981  0.3955
H 5.135 -2.069 -4.919  0.4506
H 3.615 -1.447 -5.667  0.0615
H 4.321 -2.842 -6.268  0.4136
H 3.649 -4.165 -4.262  0.2594
H 2.660 -1.497 -3.047  0.0678
H 4.204 -2.290 -2.687  0.5014
H 2.648 -1.905 -0.570  -0.3098
H 3.884 -3.200 -0.598  0.5479
H 2.279 -3.545 -0.025  -0.5367
H 2.023 -3.774 -5.905  0.2991
H 1.450 -2.471 -5.262  -0.3004
C 1.362 -0.934 -7.950  -1.4407
C 0.385 -0.337 -6.961  0.3341
C -1.044 -0.825 -7.192  -0.8793
O -1.138 -2.253 -7.114  -0.3150
C -2.181 -2.787 -7.905  -1.0592
N 0.857 -0.531 -5.581  0.1830
H 1.232 -0.594 -8.978  0.4510
H 1.259 -2.024 -7.929  0.2332
H 2.403 -0.709 -7.716  0.3404
H 0.470 0.755 -7.065  0.5756
H -1.284 -0.497 -8.206  0.6633
H -1.743 -0.457 -6.437  0.3258
H -2.199 -3.866 -7.750  0.2472
H -1.922 -2.674 -8.965  0.3674
H -3.122 -2.268 -7.705  0.4066
H 0.144 -0.112 -4.991  -0.2288
H 1.658 0.092 -5.445  -0.3288